1.
Density functional theory data (the ωB97M-V functional and the def2-TZVPD basis) for a molecular structure, CH19O9Pd in a non-equilibrium geometry.

**Expectation value of S²**: 2.0047
**ΔE to the lowest compared entry with this formula, charge and spin**: 257.8 kJ/mol
**Molar mass**: 281.57 g mol⁻¹
**F_max**: 1.28 eV/A
**Kohn-Sham gap (spin up / spin down)**: 0.2247 / 0.1725 Ha
**Multiplicity**: 3
**HOMO level (spin up / spin down)**: -12.9 / -12.9 eV
**Net charge**: +1

Geometry as XYZ:
```
30
Properties=species:S:1:pos:R:3:forces:R:3
Pd 1.64315 1.09043 5.02616 0.304 -0.264 -0.385
O 4.77811 -2.47067 0.06402 -0.055 0.317 0.387
O 2.07080 -4.94295 -1.63668 0.193 0.131 0.263
O -1.58532 3.18774 -2.76329 -0.087 -0.081 -0.077
O -5.03532 -0.47142 -1.14494 -0.145 0.072 0.075
O 4.01876 -0.28190 3.40127 -0.662 0.458 0.381
O -0.00104 4.79809 0.62966 -0.187 -0.046 0.131
O -2.22291 -1.77901 -3.53432 -0.178 0.086 0.229
O -4.00512 2.12394 2.69812 -0.054 -0.183 -0.100
O -0.13872 0.60645 1.91595 0.268 -0.253 -1.225
C 0.05324 0.07740 0.63675 0.422 -0.289 0.428
H 0.80607 5.11687 0.22570 0.195 0.218 -0.170
H -1.52841 -1.12203 -3.48663 0.111 0.244 -0.118
H -1.47888 3.18075 -1.81205 -0.083 0.183 0.286
H -1.75953 -2.61561 -3.57427 0.013 -0.294 -0.084
H -4.54255 -0.80388 -1.89519 0.118 -0.135 -0.335
H -4.39859 -0.44872 -0.43060 0.042 0.029 0.213
H 0.51479 -0.91005 0.63609 -0.016 -0.223 0.384
H -4.00850 2.80758 3.36809 -0.124 0.241 0.150
H 4.36150 -3.32626 -0.03907 -0.069 -0.390 -0.067
H 4.83961 -0.71059 3.64346 0.287 -0.118 0.163
H 0.13963 3.85739 0.73703 -0.002 -0.234 0.049
H -0.82330 2.71183 -3.09354 0.184 -0.046 -0.216
H -0.89206 -0.06567 0.11326 -0.665 0.136 0.287
H 3.82291 -0.61566 2.52578 0.005 -0.181 -0.363
H 1.60053 -4.11345 -1.72034 -0.148 0.154 -0.036
H 1.77530 -5.46279 -2.38412 -0.017 -0.241 -0.201
H 0.62175 0.69011 -0.06288 0.101 0.673 0.285
H 4.46354 -1.95920 -0.68142 0.050 0.092 -0.278
H -3.08954 1.85128 2.63809 0.201 -0.056 -0.056
```
Forces are in eV/Å.

Atomic partial charges in e from the natural (NBO) method, atoms 1 to 6: Pd 0.9921; O -0.9487; O -0.9375; O -0.9207; O -0.9294; O -0.9872



2.
Density functional theory data (the ωB97M-V functional and the def2-TZVPD basis) for 9 unconnected molecules or ions with the total composition CH20O9 in a non-equilibrium geometry.

**Expectation value of S²**: 0.7505
**Molar mass**: 176.16 g mol⁻¹
**F_max**: 4.26 eV/A
**Kohn-Sham gap (spin up / spin down)**: 0.1482 / 0.3097 Ha
**Multiplicity**: 2
**HOMO level (spin up / spin down)**: -1.1 / -5.6 eV
**Net charge**: -1

Geometry as XYZ:
```
30
Properties=species:S:1:pos:R:3:forces:R:3
O 2.96474 1.12953 1.75221 0.337 0.604 0.495
O -3.04499 2.21107 -2.13798 -0.121 0.314 0.257
O 1.76950 -3.10740 1.08906 0.405 -0.865 0.304
O 0.89575 -0.47681 0.25440 -0.666 -0.152 -1.146
O 3.09223 -1.00237 -1.12582 0.533 -2.384 -0.797
O -0.71916 2.68035 1.67959 -0.362 0.173 0.046
O -3.87307 -0.65220 1.39625 -0.390 -0.131 -0.026
O -0.95112 1.00269 -3.94310 -0.410 0.036 -0.143
O -0.14564 -0.74389 2.94472 -0.367 0.122 0.829
C -0.38372 -0.34383 -0.39837 1.805 -0.002 1.013
H 2.31881 -0.75500 -0.61374 -3.820 0.903 1.652
H -2.54898 1.48888 -2.52352 0.351 -0.315 -0.283
H 1.36407 -3.85341 0.64710 0.004 -0.196 -0.113
H 3.66944 0.65173 1.31478 0.238 -0.123 -0.144
H -3.19840 -0.02732 1.13059 0.243 0.293 -0.119
H -0.65291 -1.55562 2.94237 0.031 -0.227 0.007
H 2.16377 0.80762 1.33861 -0.735 -0.564 -0.408
H -0.65879 -1.15122 -1.07701 0.157 -0.462 -0.166
H -0.47074 0.57305 -0.98135 -0.052 0.353 -0.031
H 3.81939 -0.99553 -0.49908 1.896 -0.119 1.066
H -0.26120 -0.38612 2.06445 0.592 0.048 -0.676
H -0.39702 1.61327 -3.45689 0.227 0.216 0.172
H -3.94047 2.08070 -2.45000 -0.188 -0.009 -0.034
H -0.42335 0.20771 -4.01868 0.181 -0.262 0.062
H -3.41390 -1.27691 1.95761 0.133 -0.100 0.135
H -0.09470 2.73909 0.95652 0.193 -0.083 -0.212
H 1.23442 -2.35646 0.83213 -0.350 1.345 -0.210
H -1.14491 -0.32623 0.38162 -0.568 0.151 -0.043
H -0.25705 2.18545 2.35617 0.193 -0.216 0.211
H 3.28809 -0.36085 -1.81262 0.509 1.652 -1.697
```
Forces are in eV/Å.

Atomic partial charges in e from the natural (NBO) method, atoms 1 to 6: O -0.9868; O -0.9499; O -0.9748; O -1.0465; O -1.1420; O -0.9504



3.
Density functional theory data (the ωB97M-V functional and the def2-TZVPD basis) for 9 unconnected molecules or ions with the total composition CH20O9 in a non-equilibrium geometry.

**ΔE to the lowest compared entry with this formula, charge and spin**: 663.1 kJ/mol
**Molar mass**: 176.16 g mol⁻¹
**F_max**: 14.03 eV/A
**Kohn-Sham gap**: 0.3001 Ha
**HOMO level**: -9.4 eV

Geometry as XYZ:
```
30
Properties=species:S:1:pos:R:3:forces:R:3
O -8.65514 -27.90388 -3.29535 -0.141 -0.234 0.783
O -13.83314 -24.97209 -2.41677 -2.089 3.416 -2.730
O -10.68405 -25.76619 0.71182 -4.306 -2.091 1.055
O -11.13810 -27.41469 -3.50617 -2.132 0.123 0.050
O -12.82146 -27.26153 1.22089 -3.557 -1.700 -4.072
O -14.18723 -29.91328 -1.47520 -3.657 -4.497 -3.199
O -10.15286 -25.33992 -2.15373 -2.957 0.639 8.362
O -12.53987 -25.45415 -4.51411 2.008 2.855 -13.587
O -10.78426 -29.71832 -5.13740 -1.538 -0.420 2.825
C -12.03625 -27.95143 -2.51563 -1.484 2.577 -2.907
H -11.63890 -26.24887 0.53778 3.690 1.865 0.771
H -10.53669 -26.08096 -2.51284 -1.908 -3.932 -0.760
H -14.10065 -30.08754 -2.47564 -0.559 -0.001 2.298
H -11.82968 -28.92156 -2.15601 0.164 -1.907 -0.730
H -13.58655 -29.27656 -1.41443 3.999 4.374 1.030
H -10.42556 -25.61748 -0.16862 1.076 0.610 -2.008
H -9.60920 -27.91530 -3.49763 -0.489 0.042 1.015
H -11.15985 -28.92783 -4.65972 0.779 0.244 -1.030
H -13.32242 -25.29390 -5.24959 3.188 -1.178 2.352
H -13.97156 -25.50194 -1.67420 -0.661 -1.131 2.055
H -10.98934 -30.29854 -4.33492 0.869 0.225 -1.885
H -13.12424 -27.73821 -2.98302 1.742 -1.227 1.510
H -14.64005 -24.31975 -2.56844 2.526 -2.295 0.981
H -11.97938 -27.47509 -1.56655 -0.015 1.460 0.902
H -9.77372 -25.11358 -2.87264 5.082 3.478 -7.453
H -12.49448 -27.15778 2.03549 2.583 0.946 4.921
H -11.93993 -26.23868 -4.41070 2.098 -2.975 -0.172
H -12.90313 -25.51231 -3.77836 -6.299 0.261 11.995
H -13.61527 -27.80350 1.41754 0.497 0.397 -0.691
H -8.40946 -27.79242 -4.18738 1.492 0.079 -1.681
```
Forces are in eV/Å.

Atomic partial charges in e from the natural (NBO) method, atoms 1 to 6: O -0.9695; O -0.9773; O -0.9799; O -0.9940; O -0.9359; O -0.9129



4.
Density functional theory data (the ωB97M-V functional and the def2-TZVPD basis) for a molecular structure, CH21O17STl2 in a non-equilibrium geometry.

**Molar mass**: 746.00 g mol⁻¹
**F_max**: 3.39 eV/A
**Kohn-Sham gap**: 0.1125 Ha
**HOMO level**: -20.3 eV
**Net charge**: +3

Geometry as XYZ:
```
42
Properties=species:S:1:pos:R:3:forces:R:3
Tl -2.95675 0.83448 -1.84403 -0.670 -0.035 0.303
Tl 3.30344 2.40238 -1.91688 0.257 0.025 -0.080
S 0.11524 0.60325 -0.04528 -0.726 0.228 -0.438
O 0.28973 0.13949 1.31626 0.787 0.420 0.086
O 0.38137 -1.95621 -2.62054 0.262 -0.584 -2.668
O 1.32884 1.00373 -0.71052 1.146 -0.211 0.513
O -0.70878 3.81867 1.64688 0.098 0.487 -0.220
O -3.24455 0.42669 1.17374 0.100 -0.266 -1.264
O 0.53341 3.60878 -1.39250 0.731 0.288 -0.274
O 3.05432 -0.58990 -2.67339 -0.195 0.591 0.234
O -0.47367 -2.20195 2.21737 -0.058 -0.277 -0.265
O 3.92365 0.18151 0.23298 -0.246 0.713 -0.079
O -1.44240 0.94687 3.14806 -0.395 0.193 0.039
O 0.00678 -2.21983 -4.79016 -1.240 1.252 -0.208
O 2.24717 1.24029 2.90336 0.384 0.640 -0.222
O -0.86731 1.71297 -0.10806 0.101 1.037 0.610
O -0.55923 -0.39567 -0.83515 -0.814 -2.021 -1.050
O -0.61048 -3.32594 -0.26248 -0.253 -0.097 -0.983
O -2.88734 -2.27601 -0.93701 -0.919 1.665 -1.091
O -1.44023 -1.15668 -3.49374 -0.188 -0.323 -1.990
C -0.33102 -1.72496 -3.71308 1.126 -2.089 2.425
H -0.47616 3.50298 2.52007 0.294 0.214 0.704
H -0.80928 0.65111 2.49390 0.390 -0.319 -0.142
H 0.10034 3.08962 -0.71489 -0.196 0.334 0.133
H 3.61287 -1.32219 -2.93418 0.478 -0.223 -0.248
H -2.09676 -2.71595 -0.62448 1.412 -1.011 1.119
H -0.66808 -2.03969 3.14047 -0.253 -0.380 0.576
H -0.06643 -2.73491 -0.78299 0.453 -0.384 -0.030
H -0.81233 3.02364 1.12396 -0.575 -0.573 -0.309
H -3.26578 -2.88464 -1.57150 -0.617 -0.554 -0.401
H -0.97048 1.60494 3.65843 -0.165 0.214 0.711
H -0.02913 3.51684 -2.16148 -0.268 0.380 -0.420
H -4.06944 0.14312 1.56792 -0.631 -0.083 0.143
H 2.03130 0.78917 3.71953 0.195 -0.254 0.752
H -0.01600 -1.41325 1.92628 0.251 0.190 -0.013
H -2.69866 0.68236 1.91729 0.348 0.395 0.815
H 2.97999 0.09714 0.36946 -0.374 0.009 0.077
H -0.41955 -3.09071 0.64551 -0.077 -0.082 1.260
H 4.29465 -0.60806 0.62690 0.610 -0.528 0.114
H -0.04231 -1.35140 -2.00711 -0.293 1.517 2.159
H 2.20083 -0.98809 -2.50240 -0.034 -0.149 -0.007
H 1.55821 0.97606 2.29364 -0.235 -0.351 -0.372
```
Forces are in eV/Å.

Atomic partial charges in e from the natural (NBO) method, atoms 1 to 6: Tl 0.9898; Tl 1.0559; S 2.6336; O -0.9973; O -0.6206; O -0.8967